(1)
The following is a DFT calculation (ωB97M-V/def2-TZVPD) of an isolated molecule of C4H4N2O2 at a distorted geometry.

## Properties
gap between HOMO and LUMO	9.573	eV
strongest force on any atom	0.12944	Eh/bohr
energy relative to the best compared isomer or geometry (same formula, charge and spin)	50.40	kcal per mole
highest occupied orbital energy	-0.3773	Eh
SMILES	CN1C(=O)C=NC1=O
total energy	-414.76587	a.u.
molar mass	112.09	g/mol

Geometry (Å):
C 0.450 -1.607 -0.144
C 0.891 0.706 0.132
C -0.119 1.953 0.428
C -1.318 0.274 -0.300
H -0.397 -2.229 0.452
H 0.452 -2.023 -1.273
H 1.525 -1.647 0.235
H -0.023 2.907 0.738
N -0.036 -0.222 -0.138
N -1.290 1.657 0.373
O 2.106 0.655 0.236
O -2.241 -0.425 -0.738

Computed Mulliken charges, given in elementary charges:
1 C -0.81
2 C 0.55
3 C -0.22
4 C 0.44
5 H 0.28
6 H 0.26
7 H 0.33
8 H 0.50
9 N 0.15
10 N -0.40
11 O -0.57
12 O -0.51



(2)
The following is a DFT calculation (ωB97M-V/def2-TZVPD) of an isolated molecule of C3H3ClS at a distorted geometry.

## Properties
gap between HOMO and LUMO	7.657	eV
strongest force on any atom	0.07603	Eh/bohr
energy relative to the best compared isomer or geometry (same formula, charge and spin)	11.53	kcal per mole
highest occupied orbital energy	-0.3277	Eh
SMILES	S=C/C=C\Cl
total energy	-974.42528	a.u.
molar mass	106.58	g/mol

Geometry (Å):
C 0.141 -0.803 -1.051
C 0.375 0.122 -0.130
C -0.302 0.580 1.033
H 0.863 -0.853 -1.883
H 1.193 0.747 -0.205
H -1.181 -0.005 1.477
S 0.231 1.762 2.084
Cl -1.321 -1.550 -1.325

Computed Mulliken charges, given in elementary charges:
1 C -0.19
2 C -0.08
3 C -0.30
4 H 0.32
5 H 0.33
6 H 0.26
7 S -0.20
8 Cl -0.13



(3)
The following is a DFT calculation (ωB97M-V/def2-TZVPD) of a structure of composition C23H31BrIIrN2OPS4.

## Properties
gap between HOMO and LUMO (alpha / beta)	6.493 / 6.496	eV
strongest force on any atom	0.01673	Eh/bohr
energy relative to the best compared isomer or geometry (same formula, charge and spin)	10.10	kcal per mole
highest occupied orbital energy (alpha / beta)	-0.3753 / -0.3753	Eh
total energy	-5989.80210	a.u.
molar mass	909.78	g/mol
net charge	+1

Geometry (Å):
Ir -0.871 -0.696 0.463
C -2.583 3.527 3.567
C -1.517 2.474 3.480
C -0.525 2.326 4.437
C 0.382 1.292 4.318
C 0.305 0.448 3.223
Br 1.462 -1.031 3.219
N -0.583 0.615 2.238
C -1.498 1.588 2.418
H -2.445 4.148 4.449
H -3.573 3.074 3.625
H -2.565 4.177 2.690
H -0.478 2.993 5.288
H 1.137 1.115 5.069
H -2.269 1.643 1.669
O -3.420 -7.019 0.662
C -2.985 -5.913 0.637
S -2.480 -5.092 -0.878
C -2.013 -3.599 -0.123
C -2.133 -3.510 1.217
S -1.647 -2.076 2.018
S -2.761 -4.894 2.079
S -1.388 -2.304 -1.061
I -0.974 4.828 -2.026
C -1.909 2.995 -1.760
C -3.073 2.663 -2.441
C -3.654 1.433 -2.187
C -3.043 0.561 -1.303
N -1.894 0.864 -0.686
C -1.358 2.072 -0.893
H -3.521 3.355 -3.141
H -4.575 1.140 -2.670
H -3.473 -0.402 -1.075
H -0.470 2.299 -0.330
C 1.426 -3.343 -0.114
C 2.187 -2.019 -0.102
C 3.530 -2.207 -0.817
P 1.189 -0.547 -0.649
C 2.420 0.826 -0.408
C 3.030 0.924 0.987
C 1.939 2.214 -0.836
C 1.067 -0.684 -2.509
C 2.306 -0.249 -3.306
C -0.154 0.024 -3.104
H 2.086 -4.122 0.269
H 1.130 -3.629 -1.125
H 0.535 -3.321 0.511
H 2.394 -1.770 0.940
H 3.387 -2.540 -1.845
H 4.087 -2.991 -0.304
H 4.157 -1.316 -0.818
H 3.216 0.535 -1.094
H 2.288 1.242 1.722
H 3.817 1.679 0.971
H 3.475 -0.007 1.331
H 1.354 2.678 -0.043
H 1.354 2.221 -1.754
H 2.805 2.859 -0.994
H 0.926 -1.761 -2.652
H 2.422 0.835 -3.299
H 2.161 -0.547 -4.345
H 3.236 -0.695 -2.968
H -0.096 1.106 -2.970
H -1.098 -0.323 -2.692
H -0.182 -0.166 -4.177

Computed Mulliken charges, given in elementary charges:
1 Ir 2.37
2 C -1.40
3 C 0.50
4 C -0.67
5 C -0.61
6 C -0.16
7 Br 0.12
8 N -0.11
9 C -0.36
10 H 0.40
11 H 0.35
12 H 0.31
13 H 0.42
14 H 0.49
15 H 0.67
16 O -0.50
17 C 0.58
18 S -0.11
19 C 0.05
20 C 0.32
21 S -0.46
22 S -0.12
23 S -0.59
24 I 0.15
25 C -0.72
26 C -0.25
27 C -0.87
28 C -0.40
29 N 0.08
30 C -0.22
31 H 0.48
32 H 0.48
33 H 0.48
34 H 0.54
35 C -1.76
36 C 1.23
37 C -1.92
38 P -0.03
39 C 0.68
40 C -1.68
41 C -1.92
42 C 0.88
43 C -1.77
44 C -1.29
45 H 0.54
46 H 0.28
47 H 0.36
48 H -0.44
49 H 0.35
50 H 0.51
51 H 0.37
52 H 0.48
53 H 0.31
54 H 0.48
55 H 0.32
56 H 0.55
57 H 0.24
58 H 0.44
59 H 0.49
60 H 0.32
61 H 0.50
62 H 0.36
63 H 0.19
64 H 0.14
65 H 0.56



> Look up the molar mass of the first one.

112.09 g/mol